1.
The following is a DFT calculation (wB97M-V/def2-TZVPD) of a molecular structure, C37H35N7ORbS at a distorted geometry.

* E: -62906.2529 eV
* frontier orbital gap (spin up / spin down): 5.17 / 5.17 eV
* charge: -1
* HOMO energy (spin up / spin down): -3.37 / -3.37 eV
* lowest unoccupied orbital energy (spin up / spin down): 1.803 / 1.803 eV

Cartesian coordinates (Å):
Rb 0.2851 0.7371 0.6758
C -4.8769 0.6506 0.6093
C -3.5010 1.1118 1.0333
N -2.6173 1.7824 0.4049
N -2.9099 2.0093 -0.9066
C -2.0017 2.6849 -1.7085
N -2.4236 2.6531 -3.0209
S -0.5794 3.3093 -1.2089
C -3.1560 0.7088 2.4536
C -3.4940 -0.5882 2.8536
C -3.1012 -0.9775 4.1192
C -2.3783 -0.0698 4.9108
C -2.0517 1.1523 4.4033
N -2.4217 1.5332 3.1539
H -4.8965 -0.4417 0.5669
H -5.2001 1.1743 -0.2520
H -5.5663 0.8673 1.4759
H -3.3713 1.2493 -1.3570
H -3.3293 2.3888 -3.3053
H -1.7912 3.1408 -3.6235
H -3.9243 -1.2814 2.1553
H -3.3405 -1.9981 4.4792
H -1.9242 -0.3114 5.8755
H -1.5180 1.8898 5.0216
O -0.4709 -2.0201 1.2071
C -1.5527 -2.7316 1.1725
C -1.9831 -3.5362 2.2918
C -3.1968 -4.1596 2.3980
C -4.1108 -4.0633 1.3698
C -3.6691 -3.4506 0.2221
C -2.4543 -2.7310 0.0817
C -2.1002 -2.1043 -1.1787
N -1.6848 -0.8717 -1.4198
C -1.6437 -0.7271 -2.7920
C -2.1327 -1.8584 -3.3879
N -2.3933 -2.7474 -2.3699
H -1.3487 -3.5449 3.1695
H -3.5012 -4.6485 3.3029
H -5.1048 -4.4638 1.4076
H -4.3350 -3.3182 -0.5861
H -1.2827 0.1630 -3.2943
H -2.2398 -2.1025 -4.4417
H -2.7967 -3.6658 -2.3547
N 2.3513 -1.3979 1.9747
C 2.3021 -0.4001 2.9354
C 2.9081 0.8485 2.7101
C 2.7503 1.8814 3.6046
C 2.0449 1.6840 4.7933
C 1.4410 0.4559 4.9984
C 1.5991 -0.5909 4.1310
H 1.5205 -1.9720 1.9052
H 2.6205 -0.9834 1.0350
H 3.3546 0.9787 1.7438
H 3.1320 2.8687 3.3602
H 2.0190 2.4562 5.5949
H 0.7957 0.3045 5.9160
H 1.0665 -1.5258 4.3157
C 4.9794 3.5341 -4.8496
C 4.5256 4.3952 -3.8726
C 4.1429 3.9221 -2.5913
C 4.2127 2.5631 -2.2561
C 4.7232 1.7112 -3.2465
C 5.1075 2.2030 -4.4989
C 3.7317 2.0130 -0.9206
C 3.1981 0.7899 -0.6500
C 2.8895 -0.2106 -1.6436
C 3.5479 -1.4600 -1.6687
C 3.1510 -2.4858 -2.5735
C 2.0816 -2.2584 -3.4042
C 1.4199 -1.0347 -3.3747
C 1.7693 -0.0343 -2.4777
H 5.2807 3.8876 -5.8259
H 4.3023 5.4106 -4.1559
H 3.6146 4.6282 -1.9542
H 4.8055 0.6844 -3.0444
H 5.4576 1.4909 -5.2865
H 3.7327 2.7950 -0.1560
H 4.3896 -1.5243 -1.0266
H 3.6740 -3.4379 -2.5733
H 1.6254 -3.0455 -4.0112
H 0.6065 -0.8641 -4.0345
H 1.2155 0.9263 -2.5288

---

2.
The following is a DFT calculation (wB97M-V/def2-TZVPD) of a molecular structure, C37H35N8OReSSe2 at a distorted geometry.

* E: -196539.4605 eV
* frontier orbital gap (spin up / spin down): 4.84 / 3.27 eV
* charge: +3
* HOMO energy (spin up / spin down): -13.83 / -13.80 eV
* 2S+1: 2
* lowest unoccupied orbital energy (spin up / spin down): -8.995 / -10.531 eV

Cartesian coordinates (Å):
Re 0.2077 -0.0414 -0.3472
S -0.7601 -1.5118 1.3175
C -1.5105 -0.1968 2.2736
N -1.9075 -0.3637 3.5068
N -1.8981 -1.5141 4.0787
C -2.0308 -1.6872 5.4307
C -2.0456 -2.9989 5.9326
C -2.1087 -3.2076 7.2910
C -2.1402 -2.1181 8.1605
C -2.1342 -0.8147 7.6649
C -2.0916 -0.5883 6.3066
N -1.5775 1.0163 1.7632
N -0.9847 1.3271 0.6667
C -1.1345 2.7031 0.3975
C -2.3018 3.3787 0.7759
C -2.3628 4.7526 0.6617
C -1.2687 5.4659 0.1931
C -0.1152 4.7975 -0.1914
C -0.0507 3.4213 -0.1123
H -1.7195 -2.3648 3.5223
H -1.9996 -3.8314 5.2473
H -2.1314 -4.2121 7.6833
H -2.1657 -2.2860 9.2265
H -2.1580 0.0182 8.3509
H -2.0762 0.4079 5.8935
H -3.1285 2.8126 1.1751
H -3.2551 5.2781 0.9597
H -1.3005 6.5413 0.1488
H 0.7407 5.3650 -0.5184
H 0.8644 2.8962 -0.3590
C 1.0593 2.7870 -3.1195
Se 1.4503 1.0007 -2.4571
C 0.4487 -0.0137 -3.8213
C -1.0539 0.0883 -3.6637
Se -1.6918 -0.6816 -1.9497
C -3.1827 0.5180 -1.6537
H 1.1012 2.7419 -4.2058
H 1.8392 3.4574 -2.7660
H 0.0916 3.1481 -2.7814
H 0.7935 -1.0487 -3.7638
H 0.7740 0.3929 -4.7820
H -1.5473 -0.4645 -4.4698
H -1.3933 1.1272 -3.6873
H -3.8666 0.4404 -2.4938
H -2.8259 1.5383 -1.5402
H -3.6879 0.1955 -0.7458
C 12.7584 -5.1431 2.2677
O 11.9820 -4.1205 2.8537
C 10.7833 -3.8210 2.4138
C 10.1386 -2.7434 3.0746
C 8.8905 -2.3420 2.6953
C 8.2132 -3.0042 1.6493
C 8.8560 -4.0655 0.9849
C 10.1144 -4.4691 1.3494
C 6.8935 -2.5679 1.3044
N 6.3187 -1.4952 1.8219
C 5.1029 -1.4101 1.2624
C 4.9028 -2.4818 0.3659
N 6.0555 -3.1999 0.4130
C 3.6940 -2.6461 -0.3548
C 3.3800 -3.7376 -1.1799
C 2.1481 -3.7784 -1.7942
C 1.2608 -2.7196 -1.6092
N 1.5348 -1.6675 -0.8533
C 2.7159 -1.6265 -0.1951
C 2.9117 -0.5420 0.7278
N 1.8925 0.3365 0.8860
C 2.0155 1.2971 1.7935
C 3.1459 1.4610 2.5880
C 4.2046 0.5912 2.4366
C 4.0939 -0.4342 1.4918
H 13.7009 -5.1457 2.8124
H 12.9460 -4.9391 1.2092
H 12.2729 -6.1181 2.3703
H 10.6788 -2.2595 3.8728
H 8.3970 -1.5189 3.1861
H 8.3748 -4.5709 0.1621
H 10.5867 -5.2778 0.8140
H 6.2638 -4.0438 -0.0969
H 4.0831 -4.5462 -1.3051
H 1.8588 -4.6184 -2.4059
H 0.2798 -2.7440 -2.0740
H 1.1758 1.9686 1.9105
H 3.1745 2.2590 3.3117
H 5.1053 0.6624 3.0230

---

3.
The following is a DFT calculation (wB97M-V/def2-TZVPD) of a molecular structure, C37H36BrIrN5P2S5.

* E: -192029.1017 eV
* frontier orbital gap (spin up / spin down): 8.20 / 6.94 eV
* charge: +2
* HOMO energy (spin up / spin down): -13.10 / -13.26 eV
* 2S+1: 2
* lowest unoccupied orbital energy (spin up / spin down): -4.896 / -6.320 eV

Cartesian coordinates (Å):
Ir -1.8973 1.2030 0.1348
S -1.8526 1.7559 2.4412
P -0.1096 0.7146 2.4346
C -0.4770 -0.0256 0.8563
P -1.2272 -1.6160 0.6009
S -3.0907 -0.8360 0.5440
C -0.9435 -2.8529 1.8613
C 0.3315 -3.0809 2.3782
C 0.5196 -4.0769 3.3207
C -0.5582 -4.8482 3.7391
C -1.8273 -4.6181 3.2282
C -2.0255 -3.6148 2.2915
C -0.7242 -2.3469 -0.9663
C -1.5174 -2.1762 -2.0966
C -1.1291 -2.7387 -3.3033
C 0.0389 -3.4828 -3.3793
C 0.8187 -3.6757 -2.2458
C 0.4392 -3.1133 -1.0396
C 0.0464 -0.3184 3.8822
C 1.2995 -0.5679 4.4441
C 1.3995 -1.3933 5.5523
C 0.2568 -1.9650 6.0950
C -0.9917 -1.7154 5.5378
C -1.1024 -0.8911 4.4323
C 1.3822 1.6970 2.3256
C 2.4065 1.3482 1.4514
C 3.5599 2.1208 1.4103
C 3.6846 3.2269 2.2388
C 2.6599 3.5705 3.1149
C 1.5065 2.8064 3.1619
H 1.1724 -2.4703 2.0674
H 1.5049 -4.2512 3.7318
H -0.4070 -5.6294 4.4722
H -2.6647 -5.2163 3.5610
H -3.0199 -3.4228 1.9059
H -2.4516 -1.6377 -2.0188
H -1.7537 -2.6183 -4.1791
H 0.3282 -3.9381 -4.3176
H 1.7114 -4.2851 -2.2964
H 1.0464 -3.2852 -0.1615
H 2.1900 -0.1160 4.0262
H 2.3665 -1.5813 5.9989
H 0.3378 -2.6031 6.9654
H -1.8788 -2.1571 5.9712
H -2.0738 -0.6838 3.9990
H 2.2976 0.4957 0.7908
H 4.3580 1.8563 0.7293
H 4.5862 3.8247 2.2083
H 2.7632 4.4317 3.7611
H 0.7033 3.0775 3.8377
C -5.1443 -1.1211 -4.6232
C -5.2972 0.2195 -3.8997
C -3.9872 0.7117 -3.3792
N -3.5697 0.5161 -2.1840
N -2.2983 1.0078 -1.9589
C -1.7776 1.5899 -3.0207
N -0.5857 2.2227 -3.0698
S -2.8348 1.5472 -4.3814
H -6.1105 -1.4612 -4.9906
H -4.7510 -1.8792 -3.9453
H -4.4717 -1.0372 -5.4781
H -5.9655 0.1191 -3.0449
H -5.7267 0.9663 -4.5693
H 0.1815 1.8109 -2.5379
H -0.2979 2.5470 -3.9801
S 1.6133 0.0664 -1.9046
C 3.0974 0.3417 -2.6165
N 3.8588 -0.5850 -3.1850
C 5.0129 -0.1348 -3.9591
C 5.3978 1.2194 -3.3695
S 3.8407 1.9132 -2.7258
H 3.4960 -1.5237 -3.2644
H 4.7371 -0.0443 -5.0120
H 5.8271 -0.8511 -3.8701
H 5.8126 1.8868 -4.1195
H 6.1028 1.1194 -2.5470
Br -3.7388 3.3224 -0.1234
C -1.9866 4.0408 -0.2543
C -1.7328 5.3862 -0.3912
C -0.4004 5.7677 -0.4666
C 0.5943 4.8014 -0.4146
C 0.2382 3.4739 -0.2840
N -1.0450 3.1023 -0.1992
H -2.5416 6.1008 -0.4297
H -0.1464 6.8143 -0.5671
H 1.6397 5.0678 -0.4748
H 0.9673 2.6753 -0.2580

---

4.
The following is a DFT calculation (wB97M-V/def2-TZVPD) of a molecular structure, C37H36BrN4O3SeZn.

* E: -234869.2457 eV
* frontier orbital gap: 6.27 eV
* charge: -1
* HOMO energy: -4.33 eV
* lowest unoccupied orbital energy: 1.937 eV

Cartesian coordinates (Å):
Zn -0.1498 -0.3219 -1.0064
C 4.4004 -1.0045 -2.2419
C 4.1102 -0.9067 -0.7714
C 5.0401 -1.4322 0.1212
C 4.8529 -1.3737 1.4906
C 3.7152 -0.7582 1.9872
C 2.7659 -0.2135 1.1336
C 1.5937 0.5374 1.7015
C 2.9406 -0.3012 -0.2633
N 1.9031 0.1327 -1.0977
C 2.1453 0.9995 -2.0991
O 3.1559 1.6842 -2.2840
C 0.9791 1.1332 -3.0645
C 0.8569 2.1495 -3.9959
C -0.3285 2.2369 -4.7165
C -1.3651 1.3432 -4.4748
C -1.1621 0.3547 -3.5260
N 0.0060 0.2443 -2.9071
C -2.2645 -0.5597 -3.0141
O -3.2575 -0.7854 -3.7155
N -1.9984 -1.0139 -1.7847
C -2.9317 -1.8183 -1.0898
C -3.9763 -1.2329 -0.3483
C -4.3503 0.1998 -0.5769
C -4.6971 -2.0211 0.5408
C -4.4459 -3.3801 0.6684
C -3.5203 -3.9744 -0.1701
C -2.7810 -3.2130 -1.0711
C -1.9021 -3.8983 -2.0792
H 5.1540 -1.7714 -2.4278
H 4.7655 -0.0451 -2.6103
H 3.5068 -1.2434 -2.8171
H 5.9358 -1.8970 -0.2778
H 5.5907 -1.7932 2.1641
H 3.5661 -0.6796 3.0590
H 1.5740 0.4776 2.7906
H 0.6423 0.1598 1.3235
H 1.6323 1.5897 1.4123
H 1.6599 2.8642 -4.1081
H -0.4664 3.0351 -5.4355
H -2.3258 1.4112 -4.9649
H -3.5224 0.8779 -0.3704
H -5.2029 0.4840 0.0421
H -4.6133 0.3389 -1.6287
H -5.4769 -1.5605 1.1379
H -4.9958 -3.9737 1.3896
H -3.3667 -5.0490 -0.1477
H -1.3849 -4.7611 -1.6530
H -1.1802 -3.2078 -2.5032
H -2.5266 -4.2545 -2.9028
O 1.2935 -5.7177 2.0644
C 0.8993 -4.6069 1.4088
C 0.0524 -3.6554 1.9692
C -0.2766 -2.5471 1.2227
N 0.1790 -2.3333 -0.0132
C 0.9634 -3.2616 -0.5444
Br 1.5747 -3.0080 -2.3020
C 1.3546 -4.4131 0.1126
H 0.9097 -5.7326 2.9463
H -0.3338 -3.7796 2.9736
H -0.9540 -1.7972 1.6150
H 1.9961 -5.1391 -0.3634
C 0.2080 5.7337 4.4437
C -0.0076 4.7815 3.2953
C 0.6895 4.9095 2.1025
C 0.4511 4.0714 1.0171
C 1.2480 4.2423 -0.2453
C -0.5385 3.0805 1.1257
Se -1.0262 2.0582 -0.4336
C -1.2206 2.9055 2.3369
C -2.2631 1.8372 2.5230
C -0.9418 3.7607 3.3987
H 1.1281 6.3054 4.3199
H 0.2539 5.1967 5.3928
H -0.6206 6.4440 4.5088
H 1.4387 5.6904 2.0070
H 1.9779 5.0471 -0.1417
H 0.5844 4.4611 -1.0837
H 1.7746 3.3211 -0.5047
H -2.0648 0.9775 1.8842
H -3.2510 2.2168 2.2487
H -2.2973 1.5115 3.5650
H -1.4814 3.6310 4.3338

---

Record order is preserved below.
Energy relative to the best compared isomer or geometry (same formula, charge and spin): 0.0, 0.0, 56.0, 50.8 kJ/mol